[1]
47
Properties=species:S:1:pos:R:3:mulliken_charge:R:1 method="wB97M-V/def2-TZVPD" multiplicity=1 total_charge=+3 total_energy_ha=-1761.35927 homo_lumo_gap_ev="4.9 / 6.3"
Pb 0.6673 -0.7285 0.8933 1.380
Cl -6.9089 -2.2492 1.5712 -0.014
C -5.2896 -2.1574 1.1939 0.277
C -4.5636 -3.3634 0.9027 -0.551
C -3.2532 -3.2952 0.5995 -0.582
C -2.5337 -2.0234 0.5874 0.510
O -1.3283 -2.0269 0.3057 -0.293
C -3.3026 -0.7884 0.8756 0.182
C -2.7844 0.5255 0.7797 -0.110
N -1.5160 0.8366 0.6059 0.031
C -1.1494 2.1237 0.4470 0.058
C -1.8793 3.2513 0.9145 -0.519
C -1.4888 4.5300 0.5991 -1.040
C -0.3726 4.7349 -0.2157 -0.642
C 0.4182 3.6497 -0.6713 1.019
C 1.5267 3.8401 -1.5183 -0.636
C 2.2453 2.7448 -1.9242 -0.972
C 1.8790 1.4880 -1.4380 -0.013
N 0.8293 1.2764 -0.6466 -0.164
C 0.0813 2.3407 -0.2892 0.846
C -4.6630 -0.9048 1.1483 -0.847
H -5.0920 -4.3067 0.9282 0.472
H -2.6748 -4.1791 0.3695 0.485
H -3.5319 1.3167 0.7856 0.460
H -2.7432 3.1041 1.5470 0.547
H -2.0485 5.3789 0.9652 0.460
H -0.0932 5.7412 -0.4997 0.464
H 1.7913 4.8358 -1.8486 0.488
H 3.0920 2.8367 -2.5879 0.461
H 2.4611 0.6151 -1.6931 0.513
H -5.2646 -0.0259 1.3357 0.493
C 4.2318 0.2320 0.9919 -0.924
O 3.2202 -0.6824 0.5246 -0.151
C 3.7553 -1.8325 -0.1607 -0.345
C 2.7708 -2.9516 0.0327 -0.695
O 1.4499 -2.5299 -0.3997 -0.295
C 1.1304 -2.9240 -1.7559 -0.779
H 4.9481 -0.2993 1.6186 0.374
H 3.7365 0.9932 1.5902 0.285
H 4.7439 0.6937 0.1462 0.348
H 4.7203 -2.1117 0.2720 0.468
H 3.9112 -1.5821 -1.2147 0.297
H 2.6818 -3.2187 1.0870 0.247
H 3.0625 -3.8478 -0.5180 0.487
H 1.1458 -4.0117 -1.8158 0.317
H 1.8503 -2.4918 -2.4511 0.351
H 0.1310 -2.5563 -1.9694 0.253

---

[2]
12
Properties=species:S:1:pos:R:3:mulliken_charge:R:1 method="wB97M-V/def2-TZVPD" e_above_lowest_kcal_mol=88.5 multiplicity=1 total_charge=0 total_energy_ha=-626.27932 homo_lumo_gap_ev=9.9
C 0.1414 0.8762 -0.1935 0.543
C -1.4654 -0.9766 -0.7791 -0.797
N -0.1556 -0.3699 0.0253 0.000
O -0.5863 1.7071 -0.6945 -0.594
O 0.7419 -1.4104 0.1998 -0.422
P 1.8654 1.4842 0.4085 -0.060
H -2.3095 -0.5134 -0.3116 0.283
H -1.4150 -0.5682 -1.7867 0.264
H -1.2971 -1.9478 -0.6190 0.396
H 1.2319 -1.3030 1.0174 0.341
H 1.9436 0.4462 1.4508 -0.039
H 1.3047 2.5755 1.2825 0.087

---

[3]
7
Properties=species:S:1:pos:R:3:mulliken_charge:R:1 method="wB97M-V/def2-TZVPD" e_above_lowest_kcal_mol=110.4 multiplicity=1 total_charge=0 total_energy_ha=-1068.99618 homo_lumo_gap_ev="7.9 / 7.4"
C 0.9744 -1.2264 -0.9589 0.415
N 0.0823 -1.7561 2.3401 -0.499
N -0.0221 -1.2402 -1.6379 -0.425
Cl 2.6335 -1.3580 -0.9512 -0.094
Cl 0.3018 -0.8584 0.9953 0.109
H -0.9678 -2.0942 2.4253 0.211
H -0.1527 -1.2834 -2.7004 0.284

---

[4]
17
Properties=species:S:1:pos:R:3:mulliken_charge:R:1 method="wB97M-V/def2-TZVPD" e_above_lowest_kcal_mol=68.9 multiplicity=2 total_charge=+2 total_energy_ha=-304.84367 homo_lumo_gap_ev="10.5 / 5.3" s2=0.762
C -1.1924 1.4181 -1.7886 -1.127
C -1.0669 -0.0341 -1.2530 -0.151
N -0.1963 0.1004 -0.0699 -0.022
C 0.1258 -0.7204 0.9992 0.153
N 0.2922 -0.2664 2.1914 -0.169
H -2.1520 1.8155 -1.4592 0.422
H -1.3177 1.3874 -2.8835 0.341
H -0.4230 2.1286 -1.5094 0.368
H -0.6878 -0.9337 -1.7516 0.440
H -2.1314 -0.2698 -0.9292 0.345
H -0.5574 0.8799 0.5128 0.322
H 0.2020 -1.7838 0.7813 0.374
H -0.0410 0.6517 2.5215 0.302
H 0.4409 -0.8510 3.0160 0.323
H 2.8119 -1.8094 1.0040 0.344
H 3.3373 -0.7192 0.0591 0.317
O 2.5558 -0.9939 0.5590 -0.584

---

[5]
12
Properties=species:S:1:pos:R:3:mulliken_charge:R:1 method="wB97M-V/def2-TZVPD" e_above_lowest_kcal_mol=21.1 multiplicity=1 total_charge=0 total_energy_ha=-1262.05743 homo_lumo_gap_ev=9.1
C 0.1505 1.6728 0.3517 0.515
C 0.3762 0.2457 0.3978 -0.378
C 1.3688 -0.7300 0.0511 1.060
O -0.9986 1.9445 0.2700 -0.451
O -2.2349 -0.2744 0.9488 -0.485
F 1.1906 2.5357 0.4002 -0.233
F -1.6561 -1.9010 -0.6160 -0.223
F 2.0361 -0.4390 -1.0916 -0.256
F 2.3294 -0.9711 0.9206 -0.245
F 0.7438 -1.9443 -0.1275 -0.278
F -1.9973 0.2368 -1.4383 -0.230
S -1.3086 -0.3756 -0.0669 1.203

---

[6]
20
Properties=species:S:1:pos:R:3:mulliken_charge:R:1 method="wB97M-V/def2-TZVPD" e_above_lowest_kcal_mol=52.2 multiplicity=1 total_charge=+1 total_energy_ha=-402.63865 homo_lumo_gap_ev=10.2
O 1.3392 1.8527 -1.0542 -0.475
C 1.5333 0.6865 -0.7862 -0.190
C 1.1990 0.1168 0.5478 0.101
C -0.1939 -0.5838 0.6055 -0.342
C -0.1424 -1.7820 -0.3040 -0.445
C -0.7860 -1.8087 -1.4607 -0.758
N 1.2219 1.2719 1.5577 -0.291
H 2.2091 0.2152 -1.5133 0.449
H 1.9964 -0.5903 0.8096 0.476
H -0.9626 0.0849 0.1476 0.087
H -0.4877 -0.8022 1.6447 0.579
H 0.1844 -2.7371 0.1056 0.336
H -1.2857 -0.8900 -1.8170 0.134
H -0.8278 -2.5278 -2.2470 0.335
H 0.2517 1.4848 1.8034 0.332
H 1.5866 2.1035 1.0795 0.339
H 1.6414 0.8643 2.3918 0.361
H -2.9003 0.8593 0.2529 0.322
H -3.1410 1.0861 -1.2116 0.318
O -2.4357 1.0959 -0.5521 -0.668